Below is a cluster of 2 separate species, C6H13NOS2 in total, with properties calculated with ωB97M-V with the def2-TZVPD basis set.

XYZ file:
```
23
Properties=species:S:1:pos:R:3:nbo_charge:R:1
C -1.64 0.77 1.27 -0.4238
C -1.65 -0.73 1.56 -0.4127
C -0.27 -1.40 1.45 -0.5421
S 0.89 -0.78 2.69 0.0880
S 0.99 1.17 2.07 0.0641
C -0.77 1.59 2.22 -0.5342
H -1.29 0.94 0.23 0.2300
H -2.68 1.15 1.34 0.2117
H -2.33 -1.23 0.84 0.2214
H -2.04 -0.91 2.58 0.2010
H -0.35 -2.49 1.63 0.2282
H 0.17 -1.26 0.45 0.2345
H -1.08 1.46 3.27 0.2188
H -0.84 2.67 1.98 0.2281
C 1.41 -0.48 -3.66 -0.7218
C 0.90 -0.11 -2.28 0.6748
N 1.85 0.40 -1.44 -0.8439
O -0.26 -0.26 -1.94 -0.6336
H 0.58 -0.88 -4.26 0.2425
H 2.20 -1.24 -3.59 0.2287
H 1.83 0.41 -4.17 0.2287
H 2.82 0.52 -1.73 0.3951
H 1.56 0.67 -0.49 0.4167
```

The HOMO-LUMO gap comes out at 0.3367 hartree. The value obtained for the LUMO energy is 0.702 eV. The calculation puts the energy above the lowest of the compared OMol25 structures with the same formula, charge and spin at 0.0 kJ/mol.